No. 1
47
Properties=species:S:1:pos:R:3:forces:R:3:nbo_charge:R:1 method="wB97M-V/def2-TZVPD" lumo_ha=0.166 gap_ev=3.6904 total_charge=-2 multiplicity=1
Ti 0.023 -0.922 1.341 0.7 0.1 -3.0 1.414
Cl 1.514 -0.066 2.881 0.2 0.3 0.9 -0.511
Cl 0.478 0.989 0.008 -0.2 -0.5 0.5 -0.448
Si -4.283 1.811 1.905 1.2 -1.1 0.0 1.602
O 0.585 -2.597 1.948 -0.8 -0.5 1.0 -0.987
O -0.651 -1.825 -0.160 -0.8 -0.4 1.0 -0.911
C -5.303 2.174 0.373 0.0 0.0 -0.1 -1.107
C 4.155 -0.267 0.614 0.0 0.1 0.3 -0.625
C -1.825 -0.035 1.686 -1.9 1.4 0.6 -0.292
C 2.567 -3.016 -0.113 0.3 -0.7 0.9 -0.619
C -3.729 3.464 2.609 -0.2 0.0 0.2 -1.103
C 1.861 -1.524 -2.060 0.6 1.3 0.6 -0.132
C 3.381 -0.597 -0.599 -0.7 0.2 -1.5 -0.120
C -5.258 0.645 3.022 -0.3 0.3 0.3 -1.096
C 2.619 -1.762 -0.873 -0.6 1.3 -0.8 -0.139
C 3.843 1.606 -1.856 -0.1 0.8 0.0 -0.615
C 2.148 -0.204 -2.515 1.2 -1.6 1.1 -0.057
C 0.882 -2.464 -2.639 -0.4 -0.4 -0.5 -0.614
C 1.573 0.487 -3.670 -0.5 0.4 -0.1 -0.636
C -2.787 0.752 1.672 0.7 -0.8 -0.1 -0.627
C 3.148 0.332 -1.657 -0.7 -1.7 0.4 -0.144
H 5.222 -0.359 0.422 0.5 -0.1 0.3 0.162
H -4.651 0.337 3.881 0.0 0.1 -0.2 0.242
H -5.480 1.252 -0.192 0.0 0.1 0.0 0.240
H -3.227 4.046 1.827 -0.1 -0.2 0.1 0.243
H -5.473 -0.268 2.453 0.0 0.2 0.0 0.239
H -4.784 2.887 -0.279 -0.1 -0.1 0.1 0.237
H 3.472 -3.614 -0.269 0.2 -0.3 0.0 0.157
H -4.579 4.048 2.978 0.0 0.1 0.0 0.209
H 0.638 -0.003 -3.971 0.2 0.1 -0.3 0.193
H 0.424 -3.113 -1.875 0.2 0.2 -0.3 0.202
H 2.276 0.573 -4.515 -0.3 0.0 -0.1 0.164
H 1.291 1.496 -3.337 0.0 0.2 -0.4 0.190
H 1.713 -3.639 -0.416 0.2 0.2 0.2 0.196
H 1.364 -3.104 -3.399 -0.2 -0.2 0.0 0.156
H 2.472 -2.843 0.975 0.2 -0.2 -0.6 0.208
H 3.959 0.780 0.902 0.1 -0.3 0.1 0.198
H 1.078 -2.818 2.755 -0.2 0.6 -0.5 0.475
H 0.052 -1.934 -3.132 0.1 -0.1 0.1 0.189
H 3.860 -0.897 1.461 0.2 0.1 -0.1 0.207
H 3.158 2.321 -2.339 0.3 0.1 0.0 0.185
H 4.750 1.513 -2.485 -0.1 0.2 0.1 0.160
H -6.273 2.604 0.649 0.1 0.0 0.0 0.214
H -6.201 1.055 3.386 -0.2 0.0 0.1 0.201
H -1.115 -2.667 0.064 0.7 0.9 -0.2 0.462
H -3.015 3.333 3.428 -0.1 0.0 -0.1 0.246
H 4.131 2.034 -0.890 0.2 0.2 -0.1 0.190



No. 2
18
Properties=species:S:1:pos:R:3:forces:R:3:nbo_charge:R:1 method="wB97M-V/def2-TZVPD" lumo_ha=-0.002 gap_ev=10.5029 smiles=O.O.O.O.O.O multiplicity=1
O -2.088 0.984 -2.718 0.1 0.0 -0.1 -0.962
O 0.018 0.989 -0.721 0.1 -0.3 -0.2 -0.990
O 0.437 0.032 2.302 0.2 0.2 -0.2 -0.963
O -2.894 1.001 1.524 0.0 -0.1 0.2 -0.931
O 1.262 -1.914 0.474 0.2 -0.2 -0.1 -0.971
O 2.852 0.251 -1.144 -0.1 -0.1 0.1 -0.954
H -2.331 0.056 -2.756 0.0 0.0 0.0 0.454
H 0.872 0.678 -1.058 0.1 0.2 0.1 0.490
H 0.961 -0.590 1.774 -0.3 0.0 0.1 0.487
H 0.053 0.848 0.234 -0.1 0.1 0.2 0.495
H 2.794 -0.129 -0.260 0.1 -0.1 0.0 0.482
H 1.068 -2.027 -0.463 -0.1 0.1 0.0 0.496
H -2.446 0.222 1.183 0.0 0.0 -0.1 0.463
H -3.832 0.801 1.444 0.0 0.0 0.0 0.469
H -0.347 -0.462 2.560 0.0 0.0 0.1 0.471
H 3.412 1.028 -1.043 0.0 0.0 -0.1 0.483
H 1.538 -2.784 0.781 0.0 0.0 0.0 0.487
H -1.330 1.016 -2.112 -0.1 0.0 0.2 0.497



No. 3
20
Properties=species:S:1:pos:R:3:forces:R:3:nbo_charge:R:1 method="wB97M-V/def2-TZVPD" lumo_ha="-0.034 / -0.066" s_squared=6.04 gap_ev="6.2527 / 6.5170" multiplicity=5
I 0.209 -0.171 2.228 -0.4 -0.4 0.0 -0.312
Ru -0.538 -0.467 -0.368 0.0 1.2 1.3 0.713
N -2.304 -0.185 -0.032 -2.4 -0.5 0.8 -0.642
C -1.216 1.747 -1.149 -0.1 1.2 -1.0 -0.214
C 1.347 -1.585 -0.611 1.7 -2.2 -1.2 -0.459
C 0.847 0.868 -1.743 0.0 1.4 -0.1 -0.277
C 0.992 1.593 -0.520 0.8 -0.7 -1.5 -0.250
C -0.544 0.959 -2.164 0.3 0.0 1.1 -0.328
C 0.145 -2.366 -0.608 1.1 -0.4 0.3 -0.517
C -0.269 2.128 -0.168 -1.2 0.4 0.1 -0.225
H 1.635 0.386 -2.322 -0.4 0.4 0.3 0.239
H 2.001 -1.511 0.272 -0.6 0.0 -0.4 0.245
H -0.948 0.587 -3.105 0.0 0.2 0.4 0.254
H 1.926 1.711 0.033 -0.5 -0.2 -0.2 0.249
H -2.485 -1.127 0.425 0.1 0.6 -0.2 0.307
H 1.888 -1.437 -1.586 -0.8 -0.3 1.2 0.211
H -0.286 -2.793 -1.522 0.3 0.3 0.1 0.237
H -2.283 2.063 -1.183 1.2 -0.6 0.2 0.263
H -0.199 -2.880 0.308 0.4 0.3 -0.4 0.247
H -0.498 2.734 0.734 0.2 -0.7 -0.9 0.256



No. 4
8
Properties=species:S:1:pos:R:3:forces:R:3:nbo_charge:R:1 method="wB97M-V/def2-TZVPD" lumo_ha=0.035 gap_ev=10.2317 smiles="C#CC=C" multiplicity=1
C -0.390 1.208 -0.496 -3.7 1.6 -0.7 -0.322
C -0.679 -0.052 -0.361 1.0 -2.4 -0.4 -0.278
C 0.270 -0.876 0.296 1.9 -1.0 0.9 -0.047
C 1.195 -1.361 0.916 -1.6 0.5 -0.8 -0.217
H -1.328 1.745 -0.740 1.2 0.5 -0.7 0.198
H 0.478 1.700 -0.223 1.4 0.7 0.8 0.207
H 1.919 -1.817 1.528 0.4 -0.2 0.2 0.231
H -1.466 -0.546 -0.920 -0.6 0.3 0.6 0.228



No. 5
17
Properties=species:S:1:pos:R:3:forces:R:3:nbo_charge:R:1 method="wB97M-V/def2-TZVPD" lumo_ha=-0.213 gap_ev=10.1661 smiles="CC(C)(C)N=[N+]=N" total_charge=+1 multiplicity=1
N 2.482 0.221 0.033 -3.8 -0.2 1.6 0.422
N 1.415 0.069 0.462 3.9 0.0 -0.7 0.004
N 3.544 0.233 -0.436 1.2 -0.5 -0.6 -0.293
C 0.015 0.047 0.032 -2.0 0.5 1.0 0.130
C -0.743 0.271 1.356 -1.2 2.6 -2.1 -0.602
C -0.299 1.251 -0.878 -0.4 -1.3 -0.6 -0.623
C -0.140 -1.309 -0.667 1.8 2.8 -0.9 -0.595
H -0.475 -0.320 2.124 0.9 -2.8 2.3 0.226
H -0.308 1.234 1.649 -0.9 0.3 0.3 0.214
H -1.202 0.866 -1.372 0.0 0.8 -0.1 0.247
H -0.987 -1.201 -1.271 -0.9 -0.1 -1.5 0.243
H 0.812 -1.471 -1.157 -0.2 -0.1 -1.3 0.210
H 0.435 1.427 -1.647 0.4 -0.2 -0.4 0.225
H 4.348 0.555 0.085 0.4 0.5 0.1 0.446
H -0.235 -2.166 -0.145 -0.6 -2.4 2.8 0.242
H -0.493 2.202 -0.401 -0.1 -0.1 0.5 0.246
H -1.872 0.293 1.304 1.4 0.2 -0.4 0.257



No. 6
23
Properties=species:S:1:pos:R:3:forces:R:3:nbo_charge:R:1 method="wB97M-V/def2-TZVPD" lumo_ha=-0.332 gap_ev=2.9519 total_charge=+1 multiplicity=1
O 2.353 -0.111 1.533 -1.0 0.1 0.4 -1.076
O 3.144 -0.082 -0.775 -0.6 -0.1 0.1 -1.014
N -2.755 -0.799 -0.144 -0.6 0.4 0.8 -0.228
N 0.793 1.658 0.459 -0.3 0.1 -0.1 -0.699
C -0.143 0.882 -0.220 0.2 0.1 2.4 -0.122
C -0.014 0.707 -1.836 0.1 -1.0 -1.4 -0.606
C -2.704 -1.205 1.206 -1.1 0.1 -1.3 -0.488
C 0.083 -0.506 -0.256 0.7 -1.1 -0.9 0.037
H -0.066 1.725 -2.201 0.3 0.5 0.4 0.309
H 1.437 1.133 1.137 0.3 0.0 -0.5 0.466
H 4.076 -0.023 -1.006 -0.1 0.0 0.3 0.481
H -1.160 1.188 0.059 -0.2 -0.1 -1.0 0.259
H 1.026 -1.007 0.003 0.2 0.8 -0.2 0.308
H -3.631 -1.544 1.666 -0.1 -0.5 -0.3 0.241
H -3.699 -0.958 -0.537 0.1 -0.2 0.0 0.370
H 0.906 0.267 -2.262 -0.1 0.2 0.6 0.312
H -1.997 -2.063 0.863 0.0 0.4 1.2 0.337
H -0.881 0.202 -2.260 0.0 0.1 0.1 0.238
H -0.651 -1.195 -0.669 -0.1 0.5 0.4 0.217
H -2.326 -0.455 1.905 1.3 -0.3 -0.2 0.291
H 2.798 -0.323 2.357 0.1 0.0 -0.1 0.478
H 0.453 2.579 0.714 0.2 -0.2 0.0 0.392
H 2.960 -0.070 0.264 0.8 0.0 -0.9 0.496



No. 7
88
Properties=species:S:1:pos:R:3:forces:R:3:lowdin_charge:R:1 method="wB97M-V/def2-TZVPD" lumo_ha=0.138 gap_ev=2.4089 total_charge=-2 multiplicity=1
Co 1.222 -0.896 6.542 -4.7 -1.2 2.6 -0.102
Co 2.490 -3.085 6.561 -0.5 -2.3 -1.3 -0.048
Cl -4.728 -2.129 -1.482 -0.9 -0.1 -0.8 0.649
P 0.974 0.605 8.162 0.6 0.1 -0.6 1.078
O 2.940 -5.158 8.519 0.4 -0.8 0.1 0.025
O -1.326 -0.300 5.416 -0.4 0.3 -0.6 0.051
O 4.045 -2.093 1.101 0.0 0.4 -1.7 -0.015
O 0.795 -4.048 4.359 0.0 0.1 -0.1 0.073
O 2.144 -1.328 0.172 -0.1 0.4 -1.7 0.096
O 4.990 -3.846 5.304 -0.3 -0.5 0.2 0.056
O -0.291 -2.860 8.130 -0.2 -0.5 0.3 0.047
N 0.887 -1.023 2.382 -1.0 -1.4 -2.0 0.117
C -3.510 -1.753 -0.360 1.8 0.2 1.5 -0.738
C -0.426 1.752 7.880 0.4 0.1 0.6 -0.339
C 1.617 1.763 3.707 -0.5 1.0 -0.7 -0.035
C 3.876 2.967 9.930 -0.2 -0.4 -0.1 -0.111
C 1.296 -1.147 10.322 -0.1 0.3 0.1 -0.090
C 2.850 2.032 9.744 0.5 0.4 -0.1 -0.087
C -2.615 3.406 7.302 0.0 -0.2 0.0 -0.124
C -0.314 -1.367 2.556 0.2 0.5 2.0 -0.097
C -0.250 -0.519 5.776 -0.8 -0.4 0.4 -0.259
C 1.425 -3.620 5.225 -0.2 -0.2 0.3 -0.167
C 4.547 -2.317 -0.296 0.0 0.2 1.5 -0.200
C 0.594 -0.019 9.851 0.2 0.2 0.2 -0.332
C -3.808 -1.628 1.005 -0.1 -0.1 -0.2 -0.122
C 2.839 -0.449 3.828 1.0 0.6 -1.2 -0.210
C 2.980 -1.155 6.364 1.6 1.4 -1.6 -0.276
C -1.731 1.228 7.899 -0.3 0.4 -0.1 -0.127
C -1.143 -1.472 0.173 -0.4 -0.1 -0.6 -0.006
C 1.498 3.052 3.167 -0.8 -0.2 0.4 -0.095
C 4.451 3.613 8.831 0.0 -0.1 0.2 -0.128
C -1.417 -1.427 1.548 -0.4 0.9 -0.8 -0.162
C -2.817 2.047 7.580 0.3 0.1 0.1 -0.097
C 2.813 -1.512 1.132 0.6 -0.5 2.8 -0.419
C -1.324 3.939 7.344 0.3 -0.4 0.1 -0.108
C -2.177 -1.656 -0.777 0.1 0.1 0.9 -0.106
C 2.234 -1.355 2.604 -0.9 -0.4 1.5 -0.160
C 2.376 1.765 8.455 -0.3 0.0 0.2 -0.322
C 2.740 -4.312 7.756 -1.0 0.7 1.4 -0.257
C 2.726 1.008 3.373 0.9 -1.4 1.7 -0.196
C 3.840 1.602 2.806 0.2 1.0 -1.0 -0.047
C 0.126 -0.993 12.439 0.1 0.0 -0.2 -0.114
C 1.073 -1.619 11.616 -0.2 0.2 0.1 -0.085
C 5.960 -2.805 -0.096 0.4 -0.1 0.2 -0.094
C 2.373 -0.699 5.208 3.8 0.2 -0.6 -0.254
C 2.529 3.598 2.426 0.7 0.6 -0.6 -0.136
C 4.048 3.280 7.538 -0.3 -0.1 0.0 -0.098
C -2.782 -1.445 1.933 0.4 -0.1 0.1 -0.027
C -0.324 0.623 10.690 0.1 -0.4 0.4 -0.093
C 3.733 2.890 2.274 -0.9 -0.1 0.4 -0.107
C -0.227 3.120 7.639 -0.7 0.1 -0.2 -0.079
C 3.010 2.365 7.341 0.0 -0.2 0.2 -0.091
C -0.566 0.128 11.975 0.1 -0.1 -0.1 -0.105
C 3.990 -3.550 5.814 1.0 1.4 -0.5 -0.224
C 0.551 -2.265 7.606 0.1 0.9 -0.6 -0.276
H 5.227 4.358 8.998 -0.1 -0.2 -0.1 0.084
H 4.805 1.097 2.755 -0.4 -0.2 -0.1 0.111
H 0.547 3.599 3.312 0.7 -0.2 0.0 0.104
H 4.535 3.341 1.721 0.4 0.1 0.0 0.077
H 3.916 -3.041 -0.811 -0.1 0.0 0.2 0.116
H -0.069 -1.379 13.441 0.1 0.1 -0.2 0.087
H -0.862 1.506 10.351 0.2 -0.2 0.0 0.100
H -1.298 0.628 12.612 0.2 -0.1 -0.1 0.090
H 0.845 1.390 4.375 0.1 -0.2 -0.3 0.097
H 6.569 -2.014 0.357 -0.1 -0.2 0.0 0.078
H -1.960 -1.764 -1.832 0.1 0.1 0.0 0.089
H 1.632 -2.479 11.986 -0.2 0.2 -0.1 0.099
H 3.737 -0.839 7.083 0.6 -0.1 -0.7 0.055
H 2.694 2.086 6.329 0.1 0.1 0.4 0.095
H 3.877 -0.813 3.722 0.0 0.7 0.4 0.133
H -3.040 -1.308 2.990 0.2 -0.2 -0.4 0.116
H -3.826 1.629 7.552 0.3 0.1 0.1 0.096
H -4.859 -1.714 1.310 0.5 0.2 0.0 0.098
H -0.706 -1.576 3.571 0.2 -0.6 -0.3 0.088
H 6.429 -3.079 -1.040 -0.1 0.0 -0.2 0.065
H 4.234 3.163 10.940 -0.1 0.1 -0.2 0.087
H 6.006 -3.679 0.565 -0.1 0.2 -0.1 0.081
H 0.769 3.556 7.706 -0.2 -0.2 -0.1 0.092
H 2.026 -1.646 9.678 -0.3 0.2 0.1 0.104
H 2.423 1.509 10.603 0.1 0.3 -0.3 0.095
H -0.100 -1.369 -0.158 -0.5 -0.1 0.2 0.098
H 4.539 3.729 6.673 -0.2 -0.1 0.2 0.097
H 4.541 -1.376 -0.857 -0.2 -0.1 0.2 0.117
H -1.898 0.187 8.201 0.1 0.3 -0.4 0.119
H 2.449 -2.324 3.135 -0.7 0.3 -0.9 0.142
H -1.150 4.996 7.155 -0.1 -0.1 0.0 0.088
H -3.461 4.048 7.058 0.2 -0.1 0.0 0.083
H 2.434 4.600 1.963 0.0 -0.7 0.4 0.090



No. 8
16
Properties=species:S:1:pos:R:3:forces:R:3:nbo_charge:R:1 method="wB97M-V/def2-TZVPD" lumo_ha=0.033 gap_ev=10.3741 smiles="C=C(C)C.C=O" multiplicity=1
O -2.876 0.483 1.349 0.1 -0.5 -0.2 -0.504
C 1.374 1.447 0.296 0.0 0.0 0.1 -0.644
C 0.458 -0.856 0.457 0.1 0.1 -0.1 -0.441
C 0.786 0.195 -0.296 0.0 -0.1 0.1 0.044
C -2.603 -0.621 0.955 -0.1 0.3 0.1 0.284
C 0.600 0.199 -1.789 0.0 0.0 0.0 -0.645
H 1.495 1.363 1.380 0.0 0.0 -0.2 0.218
H 2.359 1.650 -0.144 -0.1 0.0 0.0 0.215
H 0.581 -0.839 1.538 0.0 0.0 -0.2 0.199
H 0.073 -1.772 0.016 0.0 0.1 0.0 0.192
H -2.756 -0.930 -0.099 0.0 0.1 0.1 0.107
H -0.087 1.001 -2.088 0.1 -0.1 0.1 0.218
H 0.743 2.318 0.086 0.1 -0.1 0.0 0.219
H 0.194 -0.751 -2.151 0.1 0.1 0.1 0.213
H 1.550 0.386 -2.304 -0.1 0.0 0.1 0.216
H -2.195 -1.405 1.623 0.0 0.1 0.0 0.108



> The highest multiplicity belongs to which entry?

C7H10INRu



> The highest multiplicity belongs to which entry?

C7H10INRu



> Which value of multiplicity does entry 1 give?

1